This record from the OMol25 dataset describes a molecular structure, C31H36MnN4O4S3. The level of theory is ωB97M-V/def2-TZVPD.

**LUMO level (alpha / beta)**: -3.3 / -2.5 eV
**Charge**: +1
**2S+1**: 5
**Gap between HOMO and LUMO (alpha / beta)**: 0.2481 / 0.2828 hartree

Last column: Löwdin charge in e.
Cartesian coordinates (Å):
Mn: 0.046 0.072 -0.422  0.88
C: -2.257 -2.583 -2.686  0.01
C: -1.687 -1.997 -1.427  -0.41
O: -0.856 -1.022 -1.572  -0.16
C: -2.047 -2.493 -0.193  -0.01
C: -1.455 -2.071 1.019  -0.29
C: -1.926 -2.649 2.316  -0.01
N: -0.477 -1.194 1.033  -0.04
N: 0.106 -0.908 2.247  0.10
C: 0.952 0.067 2.136  -0.46
O: 1.181 0.651 0.986  -0.20
C: 1.671 0.547 3.329  -0.17
C: 1.507 -0.082 4.563  -0.02
C: 2.171 0.397 5.678  -0.07
C: 3.004 1.505 5.574  -0.08
C: 3.172 2.132 4.349  -0.08
C: 2.507 1.657 3.229  -0.05
H: -1.965 -1.976 -3.540  0.09
H: -3.343 -2.631 -2.624  0.09
H: -1.878 -3.596 -2.824  0.10
H: -2.800 -3.266 -0.147  0.11
H: -2.790 -3.288 2.158  0.08
H: -2.181 -1.849 3.012  0.08
H: -1.124 -3.227 2.777  0.09
H: 0.853 -0.941 4.626  0.11
H: 2.037 -0.092 6.634  0.11
H: 3.516 1.881 6.451  0.11
H: 3.820 2.996 4.267  0.11
H: 2.613 2.149 2.270  0.11
O: -1.459 1.377 0.900  -0.57
S: -1.534 2.097 2.213  1.06
C: -1.481 3.909 1.812  -0.27
C: -1.142 4.110 0.342  -0.24
C: -2.361 3.930 -0.566  -0.22
C: -2.005 3.996 -2.045  -0.28
S: -1.315 2.427 -2.735  1.07
O: -0.502 1.782 -1.653  -0.59
C: -2.905 1.579 -2.827  -0.37
C: -3.407 0.906 -1.727  -0.09
C: -4.653 0.301 -1.814  -0.06
C: -5.379 0.373 -2.995  -0.06
C: -4.862 1.045 -4.095  -0.06
C: -3.618 1.651 -4.016  -0.08
C: -3.266 1.944 2.697  -0.36
C: -4.019 0.969 2.064  -0.08
C: -5.339 0.776 2.442  -0.06
C: -5.887 1.547 3.457  -0.07
C: -5.117 2.507 4.100  -0.06
C: -3.797 2.705 3.728  -0.08
H: -0.698 4.313 2.454  0.09
H: -2.436 4.361 2.077  0.09
H: -0.364 3.406 0.051  0.09
H: -0.741 5.118 0.211  0.13
H: -3.086 4.719 -0.351  0.13
H: -2.849 2.980 -0.344  0.09
H: -1.259 4.769 -2.238  0.10
H: -2.882 4.193 -2.660  0.10
H: -2.829 0.860 -0.815  0.07
H: -5.056 -0.227 -0.959  0.11
H: -6.352 -0.097 -3.058  0.11
H: -5.431 1.098 -5.013  0.11
H: -3.201 2.172 -4.871  0.12
H: -3.563 0.376 1.281  0.09
H: -5.936 0.019 1.950  0.11
H: -6.917 1.396 3.752  0.11
H: -5.546 3.099 4.898  0.11
H: -3.192 3.446 4.238  0.12
S: 2.301 0.071 -1.838  0.71
C: 3.273 -0.439 -0.556  -0.85
N: 4.221 0.285 0.038  0.05
C: 4.836 -0.405 1.170  -0.11
C: 4.278 -1.834 1.020  -0.11
N: 3.248 -1.653 0.001  0.04
H: 4.305 1.274 -0.117  0.15
H: 4.529 0.046 2.114  0.10
H: 5.922 -0.374 1.100  0.12
H: 3.847 -2.205 1.949  0.12
H: 5.041 -2.536 0.680  0.12
H: 2.709 -2.407 -0.386  0.14

Atoms 1-3, force components in eV/Å:
Mn 0.4 0.2 0.7
C 0.1 0.2 0.0
C -0.4 -0.3 0.6

This record from the OMol25 dataset describes a molecular structure, C11H25InN5O7. The level of theory is ωB97M-V/def2-TZVPD.

**LUMO level (alpha / beta)**: -4.7 / -4.7 eV
**Charge**: +1
**Gap between HOMO and LUMO (alpha / beta)**: 0.2134 / 0.2141 hartree

Last column: Löwdin charge in e.
Cartesian coordinates (Å):
O: 0.114 3.188 -0.686  -0.22
H: -0.524 3.338 0.115  0.04
In: 0.122 0.688 -0.142  0.99
N: -1.761 -0.507 -0.199  -0.14
N: -1.427 1.773 0.963  -0.16
N: 1.055 -1.049 -1.165  -0.03
N: 2.128 1.218 -0.760  -0.03
O: -1.978 -1.593 -0.904  -0.20
O: 0.445 -2.259 -1.370  -0.02
O: 2.600 2.525 -0.676  0.01
O: -1.330 3.024 1.305  -0.13
C: -2.521 1.099 1.342  -0.25
C: -2.686 -0.169 0.733  -0.24
C: 2.355 -0.990 -1.467  -0.22
C: 2.961 0.287 -1.219  -0.21
C: -3.802 -1.104 1.026  0.00
H: -3.411 -2.051 1.423  0.10
H: -4.379 -1.322 0.117  0.11
H: -4.486 -0.689 1.774  0.08
C: -3.441 1.739 2.308  0.00
H: -3.564 2.803 2.085  0.09
H: -3.047 1.655 3.329  0.11
H: -4.419 1.258 2.277  0.08
C: 3.102 -2.168 -1.980  0.02
C: 4.382 0.596 -1.519  0.02
H: 2.416 -2.959 -2.291  0.09
H: 3.767 -2.579 -1.208  0.11
H: 3.724 -1.877 -2.833  0.10
H: 4.702 1.490 -0.978  0.10
H: 4.529 0.761 -2.596  0.12
H: 5.027 -0.246 -1.241  0.10
H: -0.564 -2.050 -1.234  0.05
H: 1.737 3.054 -0.622  0.09
C: -0.588 2.626 -1.859  -0.09
H: -1.668 2.515 -1.667  0.11
H: -0.147 1.665 -2.224  0.07
H: -0.441 3.366 -2.662  0.11
O: -2.828 -1.291 -3.671  -0.08
H: -2.028 -1.119 -4.193  0.03
H: -2.505 -1.351 -2.738  0.00
C: 0.457 -2.281 2.217  0.04
C: 0.952 -0.925 2.596  -0.48
N: 1.558 -0.809 3.782  0.22
O: 0.840 0.115 1.891  -0.04
H: 0.673 -2.985 3.027  0.09
H: 0.943 -2.639 1.304  0.09
H: -0.626 -2.268 2.049  0.10
H: 1.898 0.104 4.059  0.14
H: 1.683 -1.607 4.387  0.13

Atoms 1-3, force components in eV/Å:
O -0.2 -1.3 -1.3
H -0.2 0.1 0.5
In -1.3 -0.1 1.5

This record from the OMol25 dataset describes 2 unconnected molecules or ions with the total composition C4H2Br2O. The level of theory is ωB97M-V/def2-TZVPD.

**LUMO level (alpha / beta)**: -1.4 / -1.1 eV
**Charge**: 0
**Gap between HOMO and LUMO (alpha / beta)**: 0.2621 / 0.2910 hartree

Last column: Löwdin charge in e.
Cartesian coordinates (Å):
C: -0.962 0.061 -2.247  -0.13
C: -1.354 -0.307 -1.132  -0.10
C: -3.506 -0.799 0.310  -0.75
C: -0.092 0.436 -1.042  -0.69
O: -3.557 -1.744 0.968  0.06
Br: -4.551 0.691 0.140  0.78
Br: -0.039 2.302 -0.486  0.58
H: -1.230 0.084 -3.387  0.15
H: 0.957 -0.050 -1.179  0.11

Atoms 1-3, force components in eV/Å:
C -0.6 0.8 -5.8
C -1.9 -1.2 4.4
C 2.2 -0.9 -0.7

This record from the OMol25 dataset describes 2 unconnected molecules or ions with the total composition C2H3ClF2S. The level of theory is ωB97M-V/def2-TZVPD.

**LUMO level**: 0.7 eV
**Charge**: 0
**Gap between HOMO and LUMO**: 0.3584 hartree

Last column: Löwdin charge in e.
Cartesian coordinates (Å):
C: 0.870 -0.214 0.511  -0.38
C: 0.430 0.742 -0.261  -0.45
F: -0.446 1.745 0.090  0.06
F: 0.859 1.024 -1.489  0.09
S: 2.264 -1.134 -0.133  0.79
Cl: -3.931 -1.099 0.371  0.28
H: 0.700 -0.483 1.555  0.08
H: -3.088 -0.161 0.541  -0.28
H: 2.342 -0.420 -1.183  -0.18

Atoms 1-3, force components in eV/Å:
C 1.6 -1.0 0.0
C -1.6 2.6 0.3
F 0.8 -1.6 -0.2

This record from the OMol25 dataset describes a single C4H2FNO molecule. The level of theory is ωB97M-V/def2-TZVPD.

**LUMO level**: -0.8 eV
**Charge**: 0
**Gap between HOMO and LUMO**: 0.3579 hartree

Last column: Löwdin charge in e.
Cartesian coordinates (Å):
C: -1.246 0.319 -0.156  -0.03
C: -0.023 -0.201 0.026  -0.27
C: 1.075 0.837 -0.047  -0.11
C: 0.205 -1.516 0.329  -0.12
H: -1.720 1.375 -0.550  0.20
H: 0.956 1.935 -0.126  0.14
N: 0.917 -2.409 0.874  0.20
O: 2.167 0.203 -0.269  0.00
F: -2.332 -0.544 -0.081  -0.01

Atoms 1-3, force components in eV/Å:
C -3.5 0.2 -1.2
C -2.4 5.4 -0.4
C 4.5 -5.5 -2.0

This record from the OMol25 dataset describes 14 unconnected molecules or ions with the total composition C31H63N14O21. The level of theory is ωB97M-V/def2-TZVPD.

**LUMO level**: -5.1 eV
**Charge**: +1
**Gap between HOMO and LUMO**: 0.1571 hartree

Last column: Löwdin charge in e.
Cartesian coordinates (Å):
C: -1.895 1.277 1.264  -0.02
C: -0.705 0.492 0.811  -0.46
C: -0.498 -0.664 1.781  -0.09
C: -1.265 -1.908 1.432  -0.18
C: -1.044 -2.331 0.040  -0.06
C: -1.303 -1.132 -1.070  -0.32
N: -0.875 0.148 -0.626  0.02
O: -0.669 1.015 -1.437  0.21
C: -2.829 -1.189 -1.535  0.03
C: -0.534 -1.618 -2.364  0.00
C: 0.462 1.480 0.987  -0.02
H: -1.915 2.407 0.773  0.15
H: -2.019 1.369 2.340  0.10
H: -2.930 0.774 1.023  0.12
H: -0.654 -0.302 2.592  0.01
H: 0.737 -0.902 1.594  0.19
H: -2.330 -1.641 1.409  0.12
H: -1.151 -2.688 2.193  0.12
H: -1.946 -2.818 -0.023  0.10
H: -0.134 -2.695 0.052  0.07
H: -3.199 -1.984 -1.887  0.00
H: -3.029 -0.363 -2.267  0.10
H: -3.589 -0.986 -0.752  0.10
H: 0.671 -1.559 -2.285  0.13
H: -0.840 -0.949 -3.175  0.06
H: -0.928 -2.570 -2.610  0.06
H: 1.426 1.084 0.500  0.11
H: 0.507 1.882 1.968  0.09
H: 0.284 2.360 0.295  0.09
N: 2.941 6.071 3.784  -0.06
C: 3.726 5.805 4.947  -0.08
C: 3.620 4.334 5.193  -0.06
C: 2.709 3.847 4.107  -0.11
C: 2.267 4.966 3.230  -0.08
H: 3.052 7.038 3.288  0.19
H: 4.346 6.603 5.383  0.10
H: 4.142 3.643 5.818  0.06
H: 2.468 2.924 3.782  0.00
H: 1.751 5.124 2.305  0.08
N: -4.879 1.572 -1.386  -0.04
C: -5.580 1.548 -0.149  -0.10
C: -5.306 2.894 0.575  -0.09
C: -4.274 3.602 -0.228  -0.08
C: -4.094 2.708 -1.494  -0.10
H: -5.099 0.981 -2.127  0.06
H: -6.170 0.511 0.051  0.14
H: -5.582 3.087 1.610  0.07
H: -4.008 4.605 0.143  0.08
H: -3.516 2.987 -2.372  0.08
N: 5.301 0.979 0.618  -0.04
C: 6.410 0.391 1.014  -0.15
C: 6.647 0.673 2.554  -0.01
C: 5.447 1.642 2.874  -0.04
C: 4.666 1.781 1.598  -0.09
H: 4.802 1.022 -0.291  0.09
H: 7.058 -0.309 0.425  0.11
H: 7.262 0.139 3.230  0.04
H: 5.110 1.927 3.759  -0.01
H: 3.910 2.500 1.303  0.08
C: -7.325 -0.898 -5.014  0.07
N: -6.326 -0.624 -3.906  -0.45
O: -5.307 -0.125 -4.191  0.09
O: -6.770 -1.067 -2.860  0.08
H: -8.023 -1.614 -4.925  0.05
H: -6.837 -1.030 -6.046  0.13
H: -7.711 0.065 -5.049  0.08
C: 4.258 -1.928 2.310  0.05
N: 2.994 -2.604 1.683  -0.38
O: 2.181 -3.030 2.545  0.00
O: 2.861 -2.710 0.478  0.04
H: 4.315 -2.354 3.346  0.10
H: 4.049 -0.806 2.469  0.08
H: 5.204 -2.117 1.775  0.08
C: 2.026 1.023 5.949  0.10
N: 1.951 -0.150 4.993  -0.39
O: 1.420 -1.163 5.298  0.10
O: 2.209 0.138 3.847  0.03
H: 1.830 0.806 6.929  0.09
H: 1.370 1.809 5.615  0.11
H: 2.835 1.454 5.753  0.00
C: -3.881 -1.928 6.146  0.00
N: -3.704 -2.761 5.046  -0.42
O: -4.406 -3.783 4.958  0.07
O: -2.915 -2.439 4.138  0.03
H: -4.076 -2.424 6.963  0.05
H: -4.699 -1.191 5.933  0.14
H: -3.025 -1.214 6.383  0.13
C: 3.670 -1.032 -2.954  0.09
N: 3.389 0.256 -2.238  -0.31
O: 2.137 0.488 -1.955  -0.01
O: 4.272 1.002 -1.868  0.06
H: 3.083 -1.333 -3.846  0.09
H: 3.301 -1.716 -2.317  0.05
H: 4.765 -0.862 -3.059  0.13
C: -3.080 -3.133 -6.458  0.08
N: -2.922 -3.563 -5.027  -0.41
O: -1.844 -3.991 -4.688  0.05
O: -3.919 -3.738 -4.294  0.05
H: -3.925 -2.506 -6.521  0.08
H: -3.064 -3.872 -7.131  0.06
H: -2.114 -2.475 -6.514  0.12
C: 0.449 -4.090 4.915  0.00
N: 0.144 -3.572 6.280  -0.47
O: -0.866 -2.968 6.365  0.06
O: 0.821 -3.891 7.222  0.09
H: 1.545 -4.306 4.894  0.09
H: 0.206 -3.468 3.891  0.12
H: 0.056 -5.072 4.638  0.09
C: 2.034 4.063 -2.195  0.04
N: 3.432 4.317 -1.788  -0.44
O: 3.765 4.610 -0.658  0.05
O: 4.259 3.873 -2.577  0.03
H: 2.233 3.044 -2.412  0.05
H: 1.697 4.869 -2.939  0.15
H: 1.553 3.804 -1.261  0.08
C: -0.599 0.759 -5.459  0.07
N: -0.712 2.194 -4.901  -0.40
O: 0.228 2.607 -4.279  0.07
O: -1.819 2.738 -5.025  0.05
H: 0.359 0.445 -5.296  0.05
H: -0.577 0.920 -6.526  0.11
H: -1.357 0.247 -5.120  0.03
C: 1.289 -3.960 -6.552  0.06
N: 0.980 -2.680 -5.897  -0.44
O: 1.424 -2.436 -4.798  0.05
O: 0.220 -1.922 -6.452  0.04
H: 2.069 -4.437 -5.977  0.10
H: 1.583 -3.480 -7.596  0.16
H: 0.444 -4.605 -6.704  0.09

Atoms 1-3, force components in eV/Å:
C -4.3 2.4 -2.0
C 0.9 1.1 1.7
C 6.0 -5.4 -11.4

Which formula does entry 1 have?
C31H36MnN4O4S3